ORCA calculation (ωB97M-V/def2-TZVPD) on a structure of composition C15H46AsF6O8.

Last column: Mulliken charge in e.
Geometry (Å):
As: -0.01 1.18 -0.16  1.96
F: -1.00 -0.28 -0.23  -0.48
F: 0.94 2.66 -0.17  -0.56
F: -1.49 2.15 -0.16  -0.49
F: -0.23 1.22 1.59  -0.47
F: 1.45 0.19 0.01  -0.45
F: 0.07 1.10 -1.92  -0.58
O: -3.74 -1.06 0.19  -0.24
O: -3.02 0.39 -2.39  -0.04
O: 6.09 1.43 -2.25  -0.59
O: -3.79 1.95 1.45  -0.72
O: 0.56 1.10 4.40  -0.68
O: 4.73 -2.03 4.27  -0.62
O: 0.74 4.30 -2.31  -0.67
O: -1.61 -3.41 2.62  -0.61
C: -0.38 -3.66 1.98  0.35
C: 5.73 3.01 -0.64  -1.27
C: -5.95 -0.34 -0.29  -0.93
C: 4.05 -0.96 3.61  0.72
C: -3.32 1.19 -3.54  0.57
C: -5.03 -1.53 -0.23  0.48
C: 4.05 1.06 -1.05  -0.79
C: -2.52 0.48 -4.64  -1.25
C: 4.31 -1.25 2.10  -0.84
C: 5.49 1.55 -0.98  0.36
C: -4.85 1.25 -3.76  -1.48
C: -4.83 -2.23 -1.58  -1.14
C: 4.46 0.43 4.02  -1.34
C: -0.65 -3.55 0.44  -0.73
C: 0.80 -2.76 2.41  -1.06
H: -2.52 1.00 -5.60  0.38
H: -1.48 0.29 -4.38  0.32
H: 3.63 -0.61 1.55  0.02
H: -2.10 0.61 -2.21  -0.08
H: -5.06 1.83 -4.66  0.45
H: -1.71 -3.40 0.25  0.17
H: 0.05 1.92 4.43  0.30
H: -0.30 -4.72 2.22  0.33
H: -3.74 1.01 1.27  0.33
H: 1.28 -3.07 3.33  0.31
H: 3.00 -1.08 3.91  0.05
H: 0.63 3.94 -1.41  0.39
H: 0.48 3.57 -2.88  0.30
H: 0.42 -1.74 2.31  0.19
H: -4.06 -3.00 -1.51  0.29
H: 5.37 -1.14 1.88  0.37
H: -2.96 2.20 -3.33  0.34
H: 5.01 3.55 -1.27  0.32
H: 4.58 0.60 5.08  0.35
H: -4.59 -1.57 -2.42  0.07
H: -2.92 -0.52 -4.82  0.29
H: -5.71 -2.81 -1.89  0.44
H: -5.35 1.84 -2.99  0.34
H: -5.92 0.32 0.58  0.30
H: 4.15 -2.80 4.28  0.34
H: 4.06 -0.02 -1.16  0.32
H: -0.17 -2.66 0.04  0.00
H: 5.47 3.28 0.39  0.32
H: 0.81 1.01 3.47  0.35
H: -2.94 2.30 1.14  0.35
H: 4.12 -2.29 1.84  0.34
H: -3.18 -0.67 -0.50  0.13
H: -1.82 -2.47 2.57  0.36
H: -6.96 -0.68 -0.54  0.40
H: 5.66 2.04 -2.86  0.37
H: 3.70 1.09 3.61  0.28
H: -0.33 -4.37 -0.21  0.37
H: 3.58 1.27 -0.09  0.05
H: 5.40 0.73 3.54  0.33
H: 1.50 -2.71 1.57  0.31
H: 6.10 0.94 -0.31  0.18
H: -5.62 0.24 -1.16  -0.07
H: 3.41 1.65 -1.71  0.40
H: -5.41 -2.25 0.49  0.32
H: 6.72 3.47 -0.73  0.33
H: -5.31 0.27 -3.89  0.27

Results
Net charge ... -1
Highest occupied orbital energy ... -7.5 eV
LUMO energy ... 2.653 eV
Orbital gap ... 0.374 hartree
ΔE to the lowest compared entry with this formula, charge and spin ... 32.7 kcal per mole
Calculated total energy ... -4036.19494 Ha